[1]
Here is 2 unconnected molecules or ions with the total composition C2H3N2O from OMol25. Energies are from ωB97M-V with the def2-TZVPD basis set.

```
8
Properties=species:S:1:pos:R:3
O -3.94690 -0.20194 0.03996
H 0.38192 1.44145 0.17949
C -2.83976 -0.01516 -0.06117
C 2.29604 -0.74571 0.20607
H 3.32341 -0.99141 0.16360
N 1.30281 -0.22651 -0.03694
H -0.77337 0.21183 -0.33778
N 0.25585 0.52745 -0.15322
```

**Energy above the lowest of the compared OMol25 structures with the same formula, charge and spin**: 2.499 eV
**HOMO level**: -16.212 eV
**Charge**: +1

[2]
Here is 2 unconnected molecules or ions with the total composition C7H11N2S2 from OMol25. Energies are from ωB97M-V with the def2-TZVPD basis set.

```
22
Properties=species:S:1:pos:R:3
N -1.59827 -2.72453 -0.89585
N -0.84268 -0.34765 1.68434
C -0.81250 2.68267 -0.29522
C 1.33303 1.60830 -0.57583
H -1.42294 3.51001 -0.50652
H -1.60278 -3.66044 -0.42276
H -1.34413 -2.77454 -1.85592
H -1.76590 -0.11155 1.95123
H 2.22846 1.43008 -1.26493
C -0.31495 0.60153 0.81762
C 0.55179 2.69708 -0.73459
H 4.00907 -1.45098 0.03811
H 0.69195 3.48398 -1.46356
C 1.88855 -0.68049 0.26439
S 1.18200 -2.20036 0.08393
H -2.11479 1.58842 1.13880
H -0.63968 -2.18585 -0.28797
H -2.50592 -2.32486 -0.79541
C 0.96108 0.49101 0.16446
S 3.52116 -0.32093 0.33506
H -0.19431 -0.95070 2.11652
C -1.20823 1.63980 0.50410
```

**Energy above the lowest of the compared OMol25 structures with the same formula, charge and spin**: 0.653 eV
**HOMO level**: -11.474 eV
**Charge**: +1

Total energy (hartree)
-262.38587; -1178.94334
Kohn-Sham gap (eV)
11.33; 7.07